Record 1
The following is a DFT calculation (ωB97M-V/def2-TZVPD) of a structure of composition C40H28Br2N7O4RuS at a distorted geometry.

```
83
Properties=species:S:1:pos:R:3:mulliken_spin:R:1
Ru -0.042 0.093 -0.045 0.23
C -10.278 0.247 -9.184 0.00
O -8.891 0.202 -9.424 0.00
C -8.043 0.167 -8.363 0.00
C -8.442 0.168 -7.029 0.00
C -7.499 0.142 -6.018 0.00
C -6.133 0.117 -6.300 0.00
C -5.741 0.103 -7.645 0.00
C -6.674 0.127 -8.655 0.00
C -5.126 0.116 -5.262 0.00
N -3.826 0.122 -5.475 0.00
C -3.241 0.128 -4.251 -0.01
C -4.218 0.120 -3.254 0.00
N -5.410 0.113 -3.918 0.00
C -3.921 0.074 -1.868 0.01
C -4.851 -0.012 -0.846 0.00
C -4.401 -0.162 0.468 0.00
C -3.042 -0.176 0.718 0.00
N -2.126 -0.024 -0.229 0.00
C -2.527 0.083 -1.541 0.00
C -1.531 0.168 -2.529 -0.03
N -0.218 0.240 -2.116 -0.05
C 0.734 0.283 -3.044 0.01
C 0.486 0.219 -4.403 0.00
C -0.833 0.151 -4.855 0.01
C -1.852 0.153 -3.922 -0.01
H -10.747 0.268 -10.166 0.00
H -10.563 1.149 -8.631 0.00
H -10.624 -0.639 -8.642 0.00
H -9.488 0.192 -6.766 0.00
H -7.855 0.146 -4.998 0.00
H -4.686 0.076 -7.868 0.00
H -6.370 0.120 -9.691 0.00
H -6.320 0.135 -3.494 0.00
H -5.909 0.012 -1.057 0.00
H -5.100 -0.276 1.279 0.00
H -2.675 -0.320 1.729 0.00
H 1.756 0.359 -2.688 0.00
H 1.308 0.239 -5.100 0.00
H -1.076 0.116 -5.904 0.00
C -0.019 -3.011 -2.228 0.01
C -0.054 -3.425 -0.795 -0.02
C 0.006 -4.781 -0.440 0.00
C 0.010 -5.155 0.880 0.00
C -0.018 -4.159 1.875 0.00
C 0.029 -4.394 3.265 0.00
Br 0.119 -6.176 3.930 0.00
C 0.020 -3.359 4.174 0.00
C -0.040 -2.051 3.724 0.00
Br -0.036 -0.574 4.920 0.00
C -0.101 -1.721 2.360 -0.03
O -0.140 -0.506 1.978 0.02
C -0.093 -2.815 1.426 0.02
N -0.125 -2.480 0.124 -0.01
H 0.041 -3.877 -2.882 0.00
H 0.850 -2.374 -2.396 0.00
H -0.908 -2.433 -2.476 0.00
H 0.051 -5.524 -1.220 0.00
H 0.042 -6.198 1.157 0.00
H 0.068 -3.562 5.232 0.00
C -1.391 2.410 2.202 0.00
C 0.088 2.547 2.320 0.00
C 0.638 3.406 3.296 -0.01
C 1.993 3.503 3.430 0.00
C 2.826 2.710 2.614 0.00
C 4.230 2.725 2.706 0.00
C 4.993 1.901 1.916 0.00
C 4.384 1.031 1.014 0.00
C 3.006 0.988 0.896 0.01
S 2.299 -0.139 -0.217 0.01
C 2.191 1.849 1.679 0.00
N 0.853 1.824 1.535 0.08
H -1.904 3.284 2.597 0.00
H -1.690 1.534 2.778 0.00
H -1.674 2.248 1.163 0.00
H -0.027 3.971 3.931 0.00
H 2.442 4.172 4.153 0.00
H 4.690 3.400 3.412 0.00
H 6.070 1.914 1.992 0.00
H 4.977 0.366 0.405 0.00
O 0.595 4.195 -0.068 0.16
N -0.125 3.702 -0.903 0.33
O -0.581 2.572 -0.963 0.27
```

The calculation puts the total energy at -214057.2693 eV. Its spin multiplicity is 2. The largest force on an atom is 2.82 eV/A. For the molar mass, the calculation gives 963.654 g mol⁻¹.

=====

Record 2
The following is a DFT calculation (ωB97M-V/def2-TZVPD) of a cluster of 2 separate species, C4H13N2O2 in total at a distorted geometry.

```
21
Properties=species:S:1:pos:R:3:mulliken_charge:R:1
O -1.760 1.558 -0.764 -0.61
C -0.737 1.180 -0.265 0.39
N 0.287 1.898 0.245 -0.29
C -0.650 -0.408 0.132 -0.31
N -1.997 -0.925 -0.207 -0.24
C 0.781 -2.559 0.151 -1.12
C 0.380 -1.244 -0.553 -0.33
H 1.151 1.387 0.446 0.22
H 0.401 2.850 -0.079 0.30
H -0.433 -0.410 1.222 0.36
H -2.708 -0.171 -0.272 0.36
H -2.258 -1.694 0.413 0.36
H -2.016 -1.219 -1.188 0.38
H 0.604 -3.493 -0.382 0.32
H 0.197 -2.675 1.107 0.31
H 1.823 -2.550 0.440 0.30
H 1.395 -0.729 -0.584 0.18
H 0.305 -1.461 -1.638 0.44
H 3.369 1.586 0.989 0.31
H 2.754 0.447 1.770 0.33
O 2.852 0.780 0.869 -0.68
```

The calculation puts the total energy at -11427.9903 eV. The charge is +1. The largest force on an atom is 3.86 eV/A. For the molar mass, the calculation gives 121.160 g mol⁻¹.

=====

Record 3
The following is a DFT calculation (ωB97M-V/def2-TZVPD) of a structure of composition C3H2FO2V at a distorted geometry.

```
9
Properties=species:S:1:pos:R:3:mulliken_spin:R:1
C -0.324 -0.922 -0.235 0.01
O 1.173 0.518 0.557 0.00
C 0.041 1.102 0.054 -0.08
C 0.833 -0.833 0.422 -0.01
O -0.395 2.059 0.694 -0.01
V -1.134 2.876 -0.962 4.10
H -1.379 -0.835 0.068 0.00
H 1.661 -1.541 0.432 0.00
F -0.476 -2.424 -1.030 0.00
```

The calculation puts the total energy at -35635.7442 eV. Its spin multiplicity is 5. The largest force on an atom is 5.60 eV/A. For the molar mass, the calculation gives 139.989 g mol⁻¹.

=====

Record 4
The following is a DFT calculation (ωB97M-V/def2-TZVPD) of an isolated molecule of C4H6N2O2 at a distorted geometry.

```
14
Properties=species:S:1:pos:R:3:mulliken_charge:R:1
O 1.475 1.383 0.392 -0.50
C 1.395 0.243 -0.268 -0.48
C 0.094 -0.373 -0.324 0.38
C -0.807 -0.437 -1.421 -0.46
N -2.040 -0.875 -0.801 -0.45
C -1.798 -0.701 0.424 -0.13
N -0.508 -0.753 0.854 0.17
O 0.228 -0.284 1.978 -0.42
H 1.050 2.027 -0.110 0.32
H 2.372 -0.269 0.244 0.20
H 1.720 0.175 -1.371 0.30
H -0.606 -0.452 -2.489 0.37
H -2.825 -0.453 0.948 0.32
H 0.252 0.769 1.943 0.39
```

The calculation puts the total energy at -11315.2855 eV. The largest force on an atom is 7.77 eV/A. For the molar mass, the calculation gives 114.104 g mol⁻¹.